Record 1
Formula: C6H12O
Source: OMol25
Level of theory: ωB97M-V/def2-TZVPD

For the energy relative to the best compared isomer or geometry (same formula, charge and spin), the calculation gives 2.552 eV. For the LUMO energy, the calculation gives 0.81 eV. For the gap between HOMO and LUMO, the calculation gives 9.218 eV.

Last column: natural (NBO) charge in e.
CARTESIAN COORDINATES (ANGSTROEM)
C1 2.06420 0.18039 -0.42293  -0.61
C2 0.96311 -0.14305 0.58914  -0.40
C3 -0.45973 -0.08174 0.00972  -0.23
C4 -0.65799 -1.07270 -1.14452  -0.60
C5 -1.53939 -0.36654 1.08500  -0.60
C6 -0.95788 1.27713 -0.44892  0.28
O1 -0.32596 2.20750 0.24262  -0.67
H1 1.89645 1.15897 -0.88754  0.21
H2 2.11775 -0.56700 -1.22219  0.20
H3 3.04348 0.20901 0.06680  0.21
H4 1.03024 0.55680 1.42941  0.21
H5 1.13338 -1.14625 1.00519  0.20
H6 -0.04118 -0.81251 -2.01083  0.21
H7 -0.39455 -2.09271 -0.83527  0.20
H8 -1.70188 -1.07274 -1.47504  0.22
H9 -1.33178 0.17851 2.01694  0.21
H10 -1.60956 -1.44256 1.30203  0.22
H11 -2.49880 -0.02543 0.69387  0.23
H12 -0.72991 3.05490 0.00650  0.50


Record 2
Formula: C24H49Br2F3IN4O9
Source: OMol25
Level of theory: ωB97M-V/def2-TZVPD

Its net charge is +1. For the LUMO energy, the calculation gives -4.91 eV. For the gap between HOMO and LUMO, the calculation gives 5.476 eV.

Last column: Löwdin charge in e.
CARTESIAN COORDINATES (ANGSTROEM)
N1 -2.97381 -7.96530 4.96265  0.12
C1 -3.49820 -6.76767 4.62993  -0.46
N2 -3.53993 -5.60832 5.32795  0.19
C2 -4.14581 -4.75890 4.50844  -0.07
N3 -4.47488 -5.30484 3.32632  -0.09
C3 -5.11693 -4.63972 2.17061  -0.10
C4 -4.19928 -3.46562 1.62363  -0.17
C5 -3.40331 -4.03914 0.43228  -0.76
F1 -2.99246 -5.32742 0.60876  -0.05
Br1 -4.65431 -4.03661 -1.11009  0.87
C6 -2.15679 -3.19219 -0.01288  -0.91
F2 -2.45319 -2.23135 -0.89431  0.03
F3 -1.34523 -4.04387 -0.69651  0.02
Br2 -1.09077 -2.48783 1.45009  0.86
N4 -4.07405 -6.57857 3.41893  -0.40
I1 -4.25100 -8.06901 2.02907  1.12
H1 -2.15980 -8.34276 4.49632  0.11
H2 -3.36966 -8.49774 5.72606  0.12
H3 -4.35645 -3.69816 4.67475  0.16
H4 -5.38481 -5.35844 1.38376  0.07
H5 -6.00194 -4.13481 2.59796  0.14
H6 -3.57912 -3.14990 2.47503  0.07
H7 -4.90256 -2.69754 1.27108  0.12
C7 1.97079 0.61878 -0.29192  -0.11
O1 1.56567 1.68788 0.53497  -0.20
C8 0.22165 2.07658 0.28366  -0.19
C9 -0.28332 2.97808 1.39823  -0.17
O2 -0.73288 2.25115 2.54203  -0.14
C10 0.29061 1.70103 3.36286  -0.19
C11 1.00116 2.74085 4.20822  -0.21
O3 2.00673 3.38962 3.44890  -0.20
C12 2.47497 4.56105 4.08337  -0.11
H8 1.88204 0.89051 -1.34937  0.09
H9 3.01331 0.39365 -0.07255  0.09
H10 1.37039 -0.27469 -0.08312  0.07
H11 -0.41870 1.18807 0.20837  0.12
H12 0.20175 2.62444 -0.66737  0.13
H13 -1.16639 3.50497 1.02976  0.13
H14 0.45139 3.73524 1.67480  0.12
H15 0.99409 1.11094 2.77186  0.12
H16 -0.22416 1.01313 4.03939  0.12
H17 1.48753 2.24682 5.06080  0.13
H18 0.27499 3.47405 4.57888  0.13
H19 1.66838 5.29707 4.17385  0.09
H20 3.26370 4.98662 3.46519  0.09
H21 2.88493 4.33105 5.07286  0.09
C13 -3.85732 8.29360 -0.98678  -0.11
O4 -2.77493 7.91169 -1.80669  -0.20
C14 -1.59805 7.66498 -1.05285  -0.20
C15 -0.56929 6.94272 -1.90063  -0.18
O5 -0.78659 5.53648 -1.97162  -0.14
C16 -1.86023 5.12011 -2.80968  -0.18
C17 -1.53707 5.21991 -4.28820  -0.21
O6 -1.73890 6.54534 -4.74984  -0.20
C18 -1.16098 6.75579 -6.02050  -0.11
H22 -3.61565 9.19906 -0.41899  0.09
H23 -4.71216 8.49866 -1.62911  0.09
H24 -4.12429 7.48233 -0.29950  0.09
H25 -1.83829 7.06061 -0.16955  0.13
H26 -1.19182 8.63385 -0.73331  0.13
H27 0.40300 7.05588 -1.41511  0.13
H28 -0.48600 7.37946 -2.89709  0.12
H29 -2.78229 5.64793 -2.56061  0.12
H30 -2.01475 4.06463 -2.57070  0.12
H31 -2.20911 4.55909 -4.85299  0.13
H32 -0.49812 4.91413 -4.46023  0.13
H33 -0.07305 6.63448 -5.97228  0.09
H34 -1.38179 7.77724 -6.32614  0.09
H35 -1.58242 6.06545 -6.75951  0.09
C19 2.38203 -4.53244 0.81800  -0.12
O7 3.07566 -4.64975 -0.39992  -0.19
C20 2.36364 -4.04850 -1.47259  -0.20
C21 3.26378 -3.88441 -2.68155  -0.18
O8 4.08554 -2.72549 -2.61385  -0.13
C22 5.19747 -2.80128 -1.72578  -0.18
C23 6.32937 -3.65740 -2.25937  -0.20
O9 6.07539 -5.03023 -2.00166  -0.20
C24 6.93118 -5.87301 -2.74395  -0.11
H36 1.39257 -5.00258 0.74783  0.08
H37 2.95984 -5.03863 1.59019  0.09
H38 2.27618 -3.47673 1.09682  0.08
H39 1.97943 -3.06795 -1.16442  0.12
H40 1.52234 -4.70681 -1.72946  0.12
H41 2.62517 -3.73010 -3.55477  0.13
H42 3.85804 -4.78069 -2.86833  0.12
H43 4.88608 -3.11957 -0.72954  0.12
H44 5.56409 -1.77587 -1.64069  0.13
H45 7.26301 -3.38472 -1.74951  0.13
H46 6.44199 -3.49019 -3.33692  0.13
H47 6.75579 -5.74811 -3.81824  0.09
H48 6.70620 -6.90386 -2.47436  0.09
H49 7.98097 -5.66630 -2.50957  0.09


Record 3
Formula: C21H54AgF2N7O13S2
Source: OMol25
Level of theory: ωB97M-V/def2-TZVPD

As for the spin multiplicity: 3. For the LUMO energy (alpha / beta), the calculation gives -0.01 / -3.09 eV. Its expectation value of S² is 2.01. For the gap between HOMO and LUMO (alpha / beta), the calculation gives 4.519 / 5.708 eV.

Last column: Löwdin charge in e.
CARTESIAN COORDINATES (ANGSTROEM)
Ag1 -7.36093 -21.37169 -12.47140  0.81
N1 -6.13964 -21.38884 -14.16942  -0.27
S1 -6.42312 -21.33324 -15.68958  0.47
O1 -6.60742 -22.57799 -16.43827  -0.23
O2 -5.88967 -20.19965 -16.41638  -0.26
F1 -7.89638 -20.81922 -15.46023  -0.20
S2 -4.38638 -21.46308 -14.30726  0.49
O3 -3.60741 -20.38873 -13.69327  -0.33
O4 -3.78302 -22.16087 -15.44315  -0.35
F2 -4.13128 -22.57211 -13.18530  -0.24
C1 -2.04197 -24.54909 -13.65386  -0.05
C2 -1.27063 -25.72374 -14.33806  -0.50
C3 -1.41133 -25.76788 -15.82706  -0.06
O5 0.06538 -25.69684 -13.92427  -0.04
H1 -2.08682 -24.76364 -12.58612  0.07
H2 -3.07829 -24.54685 -13.99169  0.06
H3 -1.68146 -23.53831 -13.84476  0.08
H4 -1.76546 -26.59216 -13.90321  0.13
H5 -2.47355 -25.72148 -16.06716  0.07
H6 -1.16012 -26.68028 -16.36791  0.08
H7 -0.92832 -24.98814 -16.41596  0.08
H8 0.39332 -26.55491 -14.20312  0.09
C4 -1.92972 -21.00162 -17.93008  -0.06
C5 -1.59571 -22.27288 -18.70110  -0.48
C6 -2.37666 -22.24740 -20.08322  -0.03
O6 -0.21353 -22.36192 -18.89403  -0.05
H9 -2.99120 -21.00427 -17.68240  0.07
H10 -1.73426 -20.11349 -18.53102  0.08
H11 -1.31103 -20.93084 -17.03548  0.08
H12 -1.89569 -23.11614 -18.07899  0.12
H13 -2.28938 -21.24068 -20.49188  0.07
H14 -3.39553 -22.51763 -19.80578  0.04
H15 -2.03809 -22.92143 -20.87008  0.07
H16 0.25483 -22.06893 -18.10892  0.08
C7 -7.08823 -20.75686 -19.61737  -0.06
C8 -7.22893 -19.62577 -20.63588  -0.47
C9 -6.57483 -19.95009 -21.97669  -0.06
O7 -8.63605 -19.52973 -20.88557  -0.07
H17 -7.45971 -20.35588 -18.67434  0.06
H18 -6.09049 -21.19536 -19.63563  0.07
H19 -7.73282 -21.61330 -19.81515  0.08
H20 -6.86394 -18.71033 -20.17020  0.13
H21 -5.54281 -20.27694 -21.84934  0.07
H22 -6.66912 -19.05730 -22.59485  0.08
H23 -7.02027 -20.78817 -22.51270  0.08
H24 -8.84510 -20.29743 -21.42272  0.08
O8 -3.94599 -26.52448 -18.83161  0.00
C10 -4.47830 -25.47696 -19.21942  -0.59
N2 -4.24099 -25.03451 -20.46100  0.15
C11 -5.04832 -24.53269 -18.20281  -0.02
H25 -3.55965 -25.54829 -21.00128  0.12
H26 -4.47348 -24.07013 -20.65078  0.08
H27 -5.77980 -25.07993 -17.60820  0.09
H28 -5.70714 -23.86228 -18.75471  0.06
H29 -4.36377 -24.04340 -17.50992  0.08
O9 -6.67610 -23.34233 -11.24451  -0.03
C12 -5.97692 -24.01773 -10.50210  -0.62
N3 -4.66024 -23.96413 -10.59423  0.20
C13 -6.56367 -24.75900 -9.38242  -0.01
H30 -4.05882 -24.30635 -9.85852  0.12
H31 -4.37075 -23.23860 -11.23446  0.08
H32 -5.87344 -25.22597 -8.67983  0.08
H33 -7.24645 -25.48549 -9.82302  0.10
H34 -7.17350 -24.10717 -8.75686  0.09
O10 -5.38914 -20.72774 -11.06131  -0.02
C14 -4.77979 -20.17217 -10.14664  -0.62
N4 -3.49649 -20.11924 -10.04971  0.19
C15 -5.44016 -19.44988 -9.03787  -0.02
H35 -3.00590 -19.47248 -9.44878  0.13
H36 -2.96426 -20.54260 -10.79643  0.13
H37 -4.88940 -19.53135 -8.10079  0.09
H38 -6.49886 -19.66421 -8.89189  0.08
H39 -5.46281 -18.38999 -9.29130  0.07
O11 -9.45279 -20.80973 -13.19698  -0.07
C16 -10.35302 -20.07503 -13.61264  -0.55
N5 -10.15541 -18.74112 -13.53665  0.18
C17 -11.69587 -20.57680 -14.13393  0.01
H40 -9.30012 -18.41172 -13.11229  0.08
H41 -10.88358 -18.10848 -13.83606  0.10
H42 -12.28865 -19.79154 -14.60306  0.08
H43 -12.20282 -21.01233 -13.27287  0.09
H44 -11.46604 -21.41855 -14.78718  0.09
O12 -7.58424 -15.45131 -15.63961  0.02
C18 -7.94798 -16.12957 -16.55560  -0.62
N6 -9.22889 -16.38783 -16.69962  0.16
C19 -6.90242 -16.89098 -17.41576  0.02
H45 -10.00393 -16.15120 -16.09677  0.11
H46 -9.46572 -17.00079 -17.46663  0.11
H47 -6.70044 -16.34981 -18.34013  0.08
H48 -7.37155 -17.86244 -17.57161  0.06
H49 -5.95893 -17.04469 -16.89202  0.08
O13 -7.33869 -19.12503 -12.63814  -0.07
C20 -7.08491 -17.96817 -12.30025  -0.56
N7 -7.32017 -17.60751 -11.05351  0.18
C21 -6.44667 -16.95688 -13.26326  0.03
H50 -7.81105 -18.14830 -10.35587  0.12
H51 -6.92635 -16.72554 -10.75835  0.12
H52 -6.47377 -17.26564 -14.30826  0.07
H53 -5.37794 -16.85243 -13.07619  0.10
H54 -6.98763 -16.01532 -13.16871  0.08


Record 4
Formula: CH5OPS
Source: OMol25
Level of theory: ωB97M-V/def2-TZVPD

The SMILES is CP(O)S. For the energy relative to the best compared isomer or geometry (same formula, charge and spin), the calculation gives 0.976 eV. For the LUMO energy, the calculation gives 0.79 eV. For the gap between HOMO and LUMO, the calculation gives 9.477 eV.

Last column: natural (NBO) charge in e.
CARTESIAN COORDINATES (ANGSTROEM)
C1 -0.98910 0.47041 -0.06757  -0.88
P1 0.64710 -0.65288 0.63082  0.94
O1 0.93073 -1.90224 -0.39596  -0.98
S1 2.19038 0.60346 -0.16220  -0.35
H1 -0.93007 0.49316 -1.20357  0.22
H2 -0.51309 1.25924 0.45508  0.21
H3 -1.97214 0.07632 0.23377  0.23
H4 0.42410 -1.78268 -1.18894  0.49
H5 1.53042 1.71496 -0.16654  0.12


Record 5
Formula: C20H51FN3O14P3S
Source: OMol25
Level of theory: ωB97M-V/def2-TZVPD

The SMILES is CCCC[C@H](O[C@](CP(=O)(O)O)(PP(=O)(O)O)[C@H](N)O)S(=O)(=O)F.COCCNCCOC.COCCNCCOC. For the energy relative to the best compared isomer or geometry (same formula, charge and spin), the calculation gives 0.000 eV. For the LUMO energy, the calculation gives 0.30 eV. For the gap between HOMO and LUMO, the calculation gives 8.900 eV.

Last column: Löwdin charge in e.
CARTESIAN COORDINATES (ANGSTROEM)
C1 -0.86385 -5.77006 -2.47779  -0.09
C2 0.56927 -5.36100 -2.13704  -0.24
C3 1.06453 -5.99196 -0.82458  -0.19
C4 1.34853 -5.04331 0.34470  -0.15
C5 0.31168 -3.97335 0.65530  -0.34
O1 0.76839 -3.06922 1.62669  -0.17
C6 1.21166 -1.77236 1.21874  -0.59
C7 2.36510 -1.88524 0.20743  -0.22
P1 3.40258 -0.44511 -0.09730  0.41
O2 2.82037 0.90482 -0.06832  -0.28
O3 4.03968 -0.87952 -1.49931  -0.12
O4 4.60593 -0.62941 0.94213  -0.14
P2 1.98117 -1.14981 2.83373  0.99
P3 0.17549 -0.69175 3.98437  0.28
O5 -1.05236 -1.26016 3.40747  -0.29
O6 0.49542 -1.20817 5.46202  -0.17
O7 0.16212 0.89004 4.19555  -0.18
C8 0.04029 -0.88905 0.64755  -0.41
N1 0.13599 -0.69995 -0.78875  0.09
O8 0.05256 0.39699 1.22655  -0.07
S1 -1.22843 -4.77592 1.28396  0.68
O9 -1.02095 -6.17161 1.47593  -0.25
O10 -2.32661 -4.28071 0.52397  -0.25
F1 -1.33734 -4.16485 2.70360  -0.12
H1 -1.53350 -5.65729 -1.62454  0.06
H2 -0.87832 -6.82719 -2.75003  0.08
H3 -1.26259 -5.21833 -3.32647  0.06
H4 1.21456 -5.70046 -2.94811  0.11
H5 0.66198 -4.26998 -2.12041  0.08
H6 2.00923 -6.50118 -1.02071  0.11
H7 0.37124 -6.77109 -0.50987  0.10
H8 1.47759 -5.64119 1.24794  0.13
H9 2.29768 -4.54098 0.17466  0.11
H10 -0.06552 -3.47045 -0.23806  0.12
H11 3.04676 -2.66489 0.55060  0.10
H12 1.99409 -2.18657 -0.77095  0.09
H13 4.23236 -0.08387 -2.01890  0.09
H14 4.70246 0.15530 1.49921  0.09
H15 2.25144 0.17996 2.47610  -0.06
H16 -0.26849 -1.73834 5.74227  0.09
H17 -0.50222 1.27346 3.59844  0.09
H18 -0.89292 -1.37340 0.94061  0.14
H19 0.10596 -1.56938 -1.30400  0.06
H20 -0.65679 -0.15851 -1.11208  0.08
H21 0.38849 1.00609 0.55035  0.10
C9 0.62887 1.65840 -7.31679  -0.12
O11 -0.58985 0.97739 -7.52493  -0.19
C10 -0.46047 -0.34320 -8.03290  -0.22
C11 -0.86714 -1.37147 -7.00134  -0.22
N2 0.07797 -1.41168 -5.89587  -0.05
C12 -0.33677 -2.22087 -4.75888  -0.20
C13 -1.60281 -1.82352 -4.00859  -0.22
O12 -1.49662 -0.60586 -3.29773  -0.21
C14 -1.73725 0.57279 -4.04517  -0.08
H22 0.38216 2.69432 -7.09190  0.09
H23 1.20526 1.24585 -6.48069  0.08
H24 1.25714 1.63346 -8.21262  0.09
H25 0.56469 -0.52232 -8.37142  0.12
H26 -1.12482 -0.43177 -8.89648  0.12
H27 -0.89288 -2.35588 -7.47922  0.12
H28 -1.89207 -1.13209 -6.68443  0.11
H29 0.25955 -0.46700 -5.58205  0.07
H30 0.48834 -2.21957 -4.04018  0.11
H31 -0.45661 -3.25517 -5.09972  0.12
H32 -1.78990 -2.58762 -3.24975  0.11
H33 -2.48545 -1.80292 -4.65906  0.12
H34 -2.48243 0.40401 -4.82686  0.09
H35 -0.82662 0.96764 -4.50397  0.08
H36 -2.11985 1.32432 -3.35462  0.09
C15 -0.31494 3.14618 6.57334  -0.11
O13 -1.45916 3.56208 5.85298  -0.20
C16 -2.20301 4.61595 6.44534  -0.22
C17 -2.09025 5.88177 5.62501  -0.22
N3 -0.74229 6.42520 5.67957  -0.05
C18 -0.47476 7.51030 4.74480  -0.20
C19 -0.57853 7.21932 3.25212  -0.23
O14 0.41518 6.34282 2.75786  -0.18
C20 0.14333 4.96285 2.89537  -0.10
H37 0.05073 2.25178 6.07775  0.06
H38 0.47788 3.90333 6.56727  0.08
H39 -0.56076 2.90731 7.61283  0.09
H40 -1.86877 4.78892 7.47294  0.12
H41 -3.25184 4.30809 6.47459  0.12
H42 -2.78778 6.62613 6.02239  0.12
H43 -2.41613 5.63737 4.60385  0.11
H44 -0.07885 5.67904 5.51618  0.07
H45 0.53885 7.86957 4.93834  0.12
H46 -1.15409 8.33773 4.97681  0.12
H47 -0.42743 8.16476 2.72533  0.12
H48 -1.57403 6.85219 2.97167  0.11
H49 -0.92805 4.75593 2.80935  0.09
H50 0.50061 4.55646 3.84638  0.07
H51 0.66695 4.44661 2.09046  0.09